Below is C5H10O in the gas phase, with properties calculated with the ωB97M-V functional and the def2-TZVPD basis.

Values from the calculation:
Largest force on an atom (hartree/bohr): 0.0317
Energy relative to the best compared isomer or geometry (same formula, charge and spin) (eV): 2.792
E (Eh): -271.65002
SMILES: CC[C@@]1(C)CO1
Multiplicity: 1
HOMO-LUMO gap (eV): 10.41

Last column: natural (NBO) charge in e.
Cartesian coordinates (Å):
C (1.83097, 0.79366, 0.49373)  -0.6021
C (1.03665, 0.04302, -0.56287)  -0.4175
C (-0.51003, -0.12288, -0.30357)  0.2482
C (-0.94708, -1.56331, -0.14360)  -0.6373
C (-1.65143, 0.83055, 0.29177)  -0.1379
O (-1.15349, 0.90368, -1.01219)  -0.4895
H (1.82753, 0.23143, 1.43200)  0.2014
H (1.38087, 1.77780, 0.66163)  0.2063
H (2.87408, 0.94891, 0.18877)  0.2099
H (1.51149, -0.93681, -0.76615)  0.2008
H (1.11853, 0.59286, -1.51661)  0.2216
H (-2.01647, -1.63532, -0.32761)  0.2220
H (-0.38500, -2.30348, -0.72103)  0.2015
H (-0.80072, -1.81537, 0.92084)  0.2184
H (-1.35062, 1.42984, 1.14516)  0.1669
H (-2.76528, 0.82542, 0.21976)  0.1873